Density functional theory data (ωB97M-V/def2-TZVPD) for a structure of composition CH6N4O3 in a non-equilibrium geometry.

```
14
Properties=species:S:1:pos:R:3:forces:R:3
C -0.04621 0.08935 0.11872 1.90 0.93 -0.96
N -0.38328 -0.03091 -1.28656 -0.06 -0.20 -0.45
N -0.23178 -1.07493 0.94720 0.32 -0.62 0.17
N 1.83220 0.45064 -0.20241 -1.59 -0.77 0.78
N -0.40426 1.29520 0.71970 0.01 0.28 0.25
O -1.71749 -0.56050 -1.48612 -0.16 -0.39 0.85
O -1.54285 -1.65667 0.70360 -0.08 0.25 -0.27
O 2.05327 1.54129 0.59883 0.41 0.13 -0.18
H 0.23253 -0.76800 -1.65582 -0.14 0.19 0.27
H 0.43131 -1.80057 0.64871 -0.12 0.47 -0.11
H 1.69412 0.81771 -1.16027 -0.24 -0.01 0.36
H 0.61784 1.74399 0.85319 -0.38 -0.12 -0.11
H -0.73380 1.09207 1.65973 0.08 -0.16 -0.12
H -1.80161 -1.13867 -0.45851 0.05 0.01 -0.47
```
Positions in Å, forces in eV/Å.

Calculated values
M in g/mol: 122.1
Spin multiplicity: 1
ΔE to the lowest compared entry with this formula, charge and spin in kcal/mol: 22.5
Charge: -2
Lowest unoccupied orbital energy in eV: 7.5460
HOMO-LUMO gap in eV: 6.20

Mulliken population analysis, charges in e, atoms 1 to 6: 0.699, -0.591, -0.471, -0.546, -0.966, -0.638